ORCA calculation (ωB97M-V with the def2-TZVPD basis set) on a structure of composition C34H30ClMoO2P2S3Sb at a distorted geometry.

Summary:
**Charge**: +3
**Multiplicity**: 2
**Maximum force**: 1.18 eV/A
**HOMO-LUMO gap (alpha / beta)**: 5.37 / 4.82 eV
**ΔE to the lowest compared entry with this formula, charge and spin**: 85.2 kcal/mol
**HOMO level (alpha / beta)**: -15.89 / -15.89 eV

Last column: Mulliken charge in e.
Atoms and positions in Å:
Sb  -1.69880  3.48703  1.53586  0.62
Mo  0.07236  0.81278  0.37630  0.10
Cl  6.72765  1.26699  5.57644  -0.13
S  -0.59420  2.67975  -0.53508  -0.21
S  -3.85266  3.13541  0.83328  -0.19
S  -1.17382  1.10163  2.15450  -0.31
P  0.32647  -2.63980  0.15044  1.43
P  1.84391  -0.89137  -0.98366  1.58
O  1.61474  1.29758  1.30581  0.56
O  1.10159  3.15840  2.44116  -0.41
C  3.02430  -1.28975  -3.47297  -0.77
C  2.78904  1.78801  -1.24912  -0.71
C  -1.53466  -0.76157  -0.73349  -0.69
C  1.85953  2.24094  2.33936  0.13
C  1.88367  0.79311  -1.65090  0.68
C  -2.77864  -0.12120  -0.71471  -0.87
C  3.07095  1.96635  3.10346  0.33
C  -2.12113  -1.93764  1.30997  -0.48
C  -3.35966  -1.31105  1.30011  -0.80
C  3.36290  -3.44040  -4.49877  -0.65
C  2.30846  -1.89146  -2.43061  1.41
C  3.16386  -1.13378  0.24957  -0.59
C  2.00588  3.18913  -3.04163  -0.59
C  3.54315  -2.06455  -4.49828  -0.87
C  0.43441  -6.61813  0.85029  -0.90
C  -0.85119  -7.02239  0.50318  -0.58
C  5.32299  1.53752  4.63474  0.31
C  2.66787  -4.04807  -3.46166  -1.02
C  1.03445  1.02012  -2.75559  -0.08
C  3.82549  3.05286  3.54513  -0.65
C  -3.68323  -0.39677  0.30026  -0.96
C  0.80398  -5.29349  0.71136  -0.44
C  -1.76819  -6.10798  0.00056  -0.83
C  4.55518  0.44904  4.22950  -1.04
C  2.85210  2.97408  -1.95484  -0.91
C  1.37813  -2.31414  1.61732  -1.14
C  2.84927  -2.31723  1.16804  -0.96
C  -1.19785  -1.67001  0.29784  0.69
C  3.43679  0.66507  3.44921  0.27
C  1.09985  2.21250  -3.44721  -1.02
C  -1.40971  -4.77936  -0.15098  -0.88
C  4.96554  2.83635  4.29610  -0.80
C  2.13880  -3.27817  -2.43819  -0.11
C  -0.13602  -4.35987  0.25102  1.09
H  2.52777  -5.12065  -3.45340  0.48
H  3.06977  -3.24738  0.63925  0.33
H  -2.12164  -4.08156  -0.57397  0.51
H  3.76094  -4.03890  -5.30767  0.44
H  -1.13231  -8.06191  0.60752  0.45
H  4.09525  -1.58801  -5.29724  0.47
H  2.06545  4.12307  -3.58643  0.48
H  1.08619  -1.34738  2.04341  0.41
H  3.45839  1.62312  -0.41685  0.57
H  3.56533  3.73401  -1.66460  0.51
H  -2.75892  -6.43399  -0.28544  0.46
H  3.52592  4.06171  3.29138  0.49
H  2.82231  -0.17632  3.15274  0.47
H  -1.88759  -2.65766  2.08495  0.54
H  1.19493  -3.07621  2.37404  0.82
H  -4.08423  -1.54727  2.06927  0.51
H  -3.05360  0.53420  -1.53158  0.56
H  0.36442  0.24164  -3.10329  0.40
H  3.20965  -0.22556  -3.49044  0.39
H  -0.97280  -0.78711  -1.66544  0.67
H  4.83646  -0.54654  4.54410  0.46
H  1.58906  -3.79109  -1.65980  0.07
H  3.50743  -2.29197  2.03615  0.58
H  1.81240  -4.99823  0.97300  0.29
H  -4.65837  0.07276  0.29520  0.63
H  4.07828  -1.30220  -0.32111  0.82
H  0.46222  2.38136  -4.30471  0.53
H  3.27889  -0.22443  0.83551  0.09
H  5.57236  3.66553  4.63241  0.47
H  1.14741  -7.33893  1.22662  0.49

***

ORCA calculation (ωB97M-V with the def2-TZVPD basis set) on the molecule C3H7ClN2O at a distorted geometry.

Summary:
**Structure (SMILES)**: CNN(Cl)C(C)=O
**Maximum force**: 5.87 eV/A
**HOMO-LUMO gap**: 10.11 eV
**ΔE to the lowest compared entry with this formula, charge and spin**: 71.9 kcal/mol
**HOMO level**: -9.58 eV

Last column: Mulliken charge in e.
Atoms and positions in Å:
Cl  1.52698  1.11071  -1.71592  -0.04
O  2.39938  -1.29747  -0.22399  -0.57
N  -0.49922  1.06180  0.31529  -0.34
N  1.02053  0.48755  -0.25781  -0.10
C  1.36098  -0.80306  0.15240  0.49
C  0.35373  -1.44162  1.09226  -0.70
C  -1.41720  0.97556  -0.77354  -0.72
H  -1.62632  1.99996  -1.02252  0.37
H  -0.01044  -2.36166  0.47809  0.20
H  -1.05435  0.48721  -1.70109  0.29
H  -0.46832  -0.71883  1.32683  0.35
H  -0.04502  1.88694  0.64382  0.29
H  -2.42092  0.40189  -0.37528  0.22
H  0.88021  -1.78897  2.06146  0.28

***

ORCA calculation (ωB97M-V with the def2-TZVPD basis set) on the molecule C22H21ClFN3O3 at a distorted geometry.

Summary:
**Structure (SMILES)**: COc1ccccc1N1CCN(C(=O)c2c(-c3c(F)cccc3Cl)noc2C)CC1
**Maximum force**: 1.32 eV/A
**HOMO-LUMO gap**: 8.56 eV
**ΔE to the lowest compared entry with this formula, charge and spin**: 2.0 kcal/mol
**HOMO level**: -7.99 eV

Last column: Mulliken charge in e.
Atoms and positions in Å:
Cl  -1.76836  0.46361  2.96089  -0.15
F  2.46115  2.92379  1.65318  -0.35
O  -3.40614  1.91809  0.59689  -0.68
O  -0.94591  5.00225  2.15261  -0.19
O  -0.04694  -3.38333  -0.35223  -0.24
N  -1.51160  1.29546  -0.45571  0.31
N  -0.01923  -0.81285  -1.54249  0.30
N  -0.02446  4.11130  2.57148  -0.82
C  1.63690  -1.62366  -3.05635  -0.17
C  0.75175  -3.17797  -1.44728  0.81
C  0.66367  0.27172  -0.86840  -0.20
C  -2.20794  2.05737  0.41534  -0.06
C  -0.06298  0.56811  2.71229  1.17
C  -0.18341  1.54422  -0.96049  -0.99
C  2.68851  0.70038  2.35587  -0.59
C  -1.81456  4.40067  1.32876  -0.30
C  0.72646  -0.54612  2.95854  -0.61
C  -0.30181  2.96150  2.01120  -0.70
C  -2.93110  5.17708  0.74582  -1.34
C  -0.16526  -4.68440  0.16599  -1.05
C  0.50332  1.76921  2.28057  0.41
C  -1.45061  3.08540  1.17115  1.55
C  1.88725  1.79964  2.11365  0.66
C  0.78018  -1.87756  -1.98971  -0.13
C  2.09672  -0.47638  2.78220  -0.57
C  2.43710  -2.61132  -3.59831  -0.83
C  1.53899  -4.17014  -2.01676  -0.64
C  -1.30997  -1.06989  -0.94160  -0.30
C  2.37765  -3.89140  -3.08294  -0.74
C  -2.16429  0.18611  -1.11761  -1.45
H  1.52252  -5.17193  -1.61738  0.40
H  -3.14991  0.05932  -0.66809  0.48
H  3.09094  -2.38408  -4.42624  0.37
H  -2.27601  0.40885  -2.18500  0.32
H  0.83394  0.02241  0.19147  -0.34
H  0.29206  2.35795  -0.41403  0.55
H  -0.26513  1.83344  -2.01718  0.39
H  0.78975  -5.05409  0.55411  0.37
H  1.63151  0.44357  -1.34116  0.63
H  2.70684  -1.34465  2.97456  0.40
H  -0.55003  -5.38511  -0.58188  0.40
H  3.75313  0.77766  2.20600  0.46
H  -2.60541  5.69343  -0.15721  0.30
H  2.98488  -4.67999  -3.50050  0.39
H  -0.87903  -4.60736  0.98517  0.26
H  0.25984  -1.45998  3.28848  0.48
H  -1.23275  -1.30468  0.13022  0.21
H  -3.74061  4.49684  0.49421  0.35
H  -3.27520  5.92036  1.46056  0.39
H  -1.78203  -1.90705  -1.45451  0.57
H  1.65561  -0.62581  -3.46813  0.52

***

ORCA calculation (ωB97M-V with the def2-TZVPD basis set) on the molecule C5H6O2.

Summary:
**Structure (SMILES)**: C=C=C(O)CC=O
**Maximum force**: 0.71 eV/A
**HOMO-LUMO gap**: 10.17 eV
**ΔE to the lowest compared entry with this formula, charge and spin**: 56.0 kcal/mol
**HOMO level**: -9.46 eV

Last column: Mulliken charge in e.
Atoms and positions in Å:
O  -0.35030  -1.47700  0.64972  -0.47
O  2.26279  -0.12953  2.20982  -0.46
C  -0.84348  -0.05459  -1.09765  0.34
C  -1.40920  -0.12354  -2.26866  -0.80
C  1.82535  0.24698  1.15029  0.05
C  -0.32366  -0.20591  0.09450  0.01
C  0.42206  0.78698  0.94304  -0.38
H  -0.03900  0.87476  1.93122  0.25
H  -0.85245  -0.42844  -3.14682  0.24
H  -1.11472  -1.53405  1.23192  0.33
H  0.45875  1.78113  0.48574  0.32
H  2.43006  0.19291  0.22434  0.34
H  -2.46622  0.07029  -2.40746  0.24